Record 1
Molecular formula: C2H6MnO3
Method: DFT, ωB97M-V with the def2-TZVPD basis set

Cartesian coordinates (Å):
O -0.191 -2.687 -0.416
C 0.419 -1.677 -1.114
H 0.442 -1.754 -2.224
H 1.508 -1.894 -0.983
Mn -1.905 -1.999 0.031
O -1.301 -0.572 -1.094
H -0.429 0.474 -0.803
C 1.174 0.328 0.804
O 0.964 0.210 -0.579
H 1.365 1.374 1.105
H 0.285 -0.017 1.364
H 2.024 -0.312 1.076

Cartesian forces, eV/Å:
1.57 1.36 -1.04
1.47 -3.82 -0.43
-1.45 0.98 0.43
-0.11 1.13 1.02
-1.46 0.47 0.39
1.67 2.92 0.51
-0.18 -3.65 -0.54
-0.29 -0.44 -0.53
-1.54 1.10 -0.07
0.12 -0.24 -0.09
0.18 0.02 0.07
0.03 0.16 0.29

2S+1 = 7
calculated total energy = -1456.343307 a.u.
HOMO (alpha / beta) = -1.80 / -4.20 eV
net charge = -1

These are the Löwdin partial charges, in e, on atoms 1 to 4:
1 O -0.457
2 C -0.273
3 H 0.087
4 H 0.080

***

Record 2
Molecular formula: C77H65FGe2NO3V
Method: DFT, ωB97M-V with the def2-TZVPD basis set

Cartesian coordinates (Å):
V -0.764 -0.589 0.795
O -1.876 -0.533 -0.397
C -2.944 -1.291 -0.839
C -2.296 -2.496 -1.545
C -1.475 -3.300 -0.560
C -0.981 -4.555 -0.890
C -0.337 -5.303 0.083
C -0.282 -4.827 1.385
C -0.812 -3.576 1.656
C -0.967 -3.024 3.046
C 0.031 -1.861 3.314
O -0.010 -1.050 2.169
C 1.418 -2.451 3.568
C 2.529 -1.969 2.892
C 3.790 -2.505 3.108
C 3.958 -3.514 4.039
C 2.860 -3.973 4.754
C 1.599 -3.454 4.518
C -0.398 -0.997 4.513
C 0.558 -0.501 5.396
C 0.194 0.355 6.425
C -1.128 0.740 6.580
C -2.082 0.265 5.694
C -1.721 -0.589 4.663
N -1.308 -2.802 0.673
C -3.924 -0.464 -1.665
C -4.872 -1.038 -2.500
C -5.847 -0.250 -3.092
C -5.902 1.112 -2.833
C -4.952 1.693 -2.007
C -3.968 0.908 -1.428
C -3.805 -1.736 0.364
C -4.500 -2.939 0.380
C -5.338 -3.255 1.441
C -5.507 -2.367 2.491
C -4.816 -1.165 2.484
C -3.969 -0.856 1.431
H -1.657 -2.110 -2.342
H -3.034 -3.145 -2.018
H -1.116 -4.942 -1.891
H 0.061 -6.280 -0.153
H 0.146 -5.424 2.179
H -0.838 -3.804 3.792
H -1.983 -2.631 3.105
H 2.402 -1.166 2.182
H 4.630 -2.130 2.537
H 4.935 -3.942 4.211
H 2.987 -4.748 5.498
H 0.763 -3.824 5.097
H 1.598 -0.774 5.284
H 0.951 0.717 7.108
H -1.408 1.409 7.382
H -3.119 0.554 5.808
H -2.489 -0.930 3.980
H -4.863 -2.104 -2.691
H -6.581 -0.705 -3.744
H -6.686 1.717 -3.269
H -4.987 2.754 -1.797
H -3.226 1.357 -0.781
H -4.401 -3.652 -0.428
H -5.866 -4.199 1.432
H -6.179 -2.607 3.303
H -4.956 -0.457 3.291
H -3.442 0.093 1.421
Ge 3.044 0.550 -0.088
C 4.816 1.134 0.559
C 5.649 1.944 -0.207
C 6.803 2.492 0.333
C 7.143 2.232 1.651
C 6.317 1.436 2.432
C 5.158 0.905 1.890
C 3.227 -1.383 -0.528
C 4.301 -1.543 -1.403
C 4.748 -2.802 -1.764
C 4.131 -3.927 -1.237
C 3.042 -3.781 -0.393
C 2.578 -2.516 -0.057
H 2.857 1.215 -1.448
H 5.381 2.154 -1.237
H 7.430 3.132 -0.274
H 8.040 2.662 2.076
H 6.567 1.242 3.467
H 4.500 0.317 2.521
H 4.792 -0.663 -1.803
H 5.587 -2.905 -2.440
H 4.489 -4.914 -1.501
H 2.554 -4.657 0.016
H 1.702 -2.438 0.576
C -3.449 -0.865 -6.298
C -3.602 0.378 -5.676
C -2.744 0.762 -4.671
C -1.696 -0.076 -4.253
C -1.553 -1.327 -4.898
C -2.414 -1.711 -5.902
Ge -0.366 0.467 -2.791
C 1.093 -0.758 -3.470
C 1.806 -0.455 -4.634
C 2.602 -1.412 -5.250
C 2.659 -2.700 -4.743
C 1.933 -3.023 -3.603
C 1.181 -2.052 -2.963
C 0.118 2.342 -3.355
C 1.431 2.697 -3.661
C 1.734 3.968 -4.128
C 0.727 4.911 -4.280
C -0.576 4.587 -3.932
C -0.873 3.319 -3.457
H -4.122 -1.167 -7.089
H -4.395 1.048 -5.979
H -2.890 1.724 -4.204
H -0.743 -1.992 -4.628
H -2.274 -2.670 -6.384
H 1.719 0.526 -5.083
H 3.157 -1.153 -6.143
H 3.256 -3.454 -5.238
H 1.947 -4.033 -3.215
H 0.637 -2.308 -2.061
H 2.226 1.974 -3.537
H 2.758 4.219 -4.376
H 0.959 5.899 -4.656
H -1.361 5.328 -4.018
H -1.886 3.093 -3.145
C -1.997 2.327 2.576
C -1.340 2.669 1.267
O -0.807 1.790 0.588
C -1.324 4.084 0.847
C -0.555 4.441 -0.262
C -0.380 5.768 -0.605
C -0.983 6.764 0.150
C -1.783 6.420 1.231
C -1.958 5.093 1.578
H -1.762 1.294 2.836
H -3.079 2.450 2.492
H -1.647 2.985 3.369
H -0.073 3.657 -0.826
H 0.240 6.023 -1.451
H -0.828 7.806 -0.097
H -2.256 7.194 1.818
H -2.586 4.854 2.425
F 1.076 4.913 3.641
C 1.478 3.895 2.853
C 2.033 4.176 1.619
C 2.343 3.119 0.782
C 2.133 1.795 1.167
C 1.663 1.556 2.451
C 1.306 2.600 3.291
H 2.199 5.199 1.313
H 2.776 3.331 -0.190
H 1.556 0.558 2.837
H 0.903 2.397 4.275

Cartesian forces, eV/Å:
1.64 2.35 -2.79
-3.84 0.89 -2.44
-1.25 -1.35 -0.43
0.01 0.35 0.15
-0.01 -0.15 -0.11
0.00 -0.05 0.06
-0.14 0.06 -0.04
-0.13 0.09 0.01
0.04 -0.17 0.04
0.23 0.47 -0.19
-0.19 -0.86 1.11
2.14 -1.04 4.21
0.06 0.18 -0.39
-0.10 0.06 0.13
0.03 0.02 0.03
0.04 0.03 -0.04
-0.04 -0.08 0.04
-0.01 -0.02 -0.04
0.13 0.15 -0.21
-0.08 0.01 -0.02
0.02 0.02 0.03
0.03 0.02 -0.01
-0.09 -0.01 0.00
0.03 -0.10 0.07
0.63 0.28 -0.03
0.31 0.34 -0.08
0.12 -0.05 -0.01
-0.02 -0.04 0.05
0.00 0.04 -0.03
-0.03 -0.03 0.00
0.07 -0.04 -0.08
-0.02 0.14 0.19
0.06 0.09 -0.04
-0.01 0.00 -0.05
-0.02 -0.07 0.06
0.00 0.04 -0.01
-0.01 -0.04 -0.10
-0.07 -0.05 -0.08
0.06 -0.01 0.03
0.00 0.02 -0.03
0.05 -0.02 -0.05
-0.02 0.02 0.06
-0.07 0.00 -0.03
-0.01 -0.11 0.07
0.04 -0.03 -0.02
0.04 -0.01 0.00
0.04 0.00 0.02
-0.01 -0.02 0.02
-0.01 0.02 0.03
0.01 -0.05 0.02
0.02 0.03 0.01
-0.03 -0.01 0.03
-0.03 0.03 0.00
0.01 -0.01 -0.01
-0.01 -0.02 -0.02
0.00 -0.02 -0.01
0.01 0.01 -0.04
0.01 0.03 -0.02
0.00 0.04 0.02
0.02 0.00 -0.05
-0.03 -0.01 0.04
0.00 0.00 0.04
0.02 0.02 0.02
-0.11 0.00 0.03
0.60 0.32 0.06
-0.05 -0.15 -0.12
-0.10 -0.13 -0.10
0.05 0.04 -0.02
0.03 0.07 0.01
-0.03 -0.05 0.02
0.05 -0.10 -0.07
-0.18 0.38 0.41
-0.01 0.10 0.05
0.02 -0.05 0.01
0.03 0.00 -0.02
-0.08 -0.07 -0.03
-0.09 -0.01 -0.10
-0.09 0.11 -0.22
0.07 0.04 -0.04
0.04 0.00 -0.01
0.03 0.00 0.00
0.02 0.00 0.02
0.00 -0.02 0.07
0.11 -0.05 -0.02
0.00 0.01 -0.03
0.02 -0.02 0.03
-0.03 0.00 -0.01
0.08 0.02 -0.02
0.12 0.20 0.23
-0.10 -0.52 -0.54
0.64 -0.23 0.52
-0.24 -0.23 0.50
0.20 0.76 0.71
-0.48 0.22 -0.30
1.07 -0.37 -1.85
-0.22 0.23 0.38
-0.16 0.14 0.21
-0.04 0.03 0.01
-0.09 -0.11 0.09
0.03 -0.04 -0.14
-0.06 0.15 0.04
-0.22 -0.32 0.82
-0.02 -0.16 0.12
-0.01 -0.01 -0.02
-0.01 0.01 0.01
-0.02 0.04 -0.01
-0.07 -0.11 0.04
-0.03 0.01 -0.01
-0.06 -0.01 -0.06
-0.06 -0.03 0.01
0.00 -0.01 0.04
-0.03 -0.01 -0.05
0.02 -0.03 -0.05
-0.01 0.00 0.00
0.01 -0.01 -0.01
0.07 -0.02 0.04
0.03 -0.04 0.03
0.05 0.01 0.01
0.00 0.00 0.00
0.01 0.01 0.00
-0.01 0.00 -0.01
0.01 0.07 -0.03
0.07 -0.16 -0.15
-0.16 -0.01 0.42
-0.14 -0.71 0.09
0.22 0.14 -0.33
-0.05 -0.15 0.04
0.00 0.02 -0.03
0.00 -0.10 0.03
-0.06 0.10 0.06
-0.01 -0.17 0.09
-0.05 0.07 0.05
-0.03 0.00 -0.01
0.01 0.00 0.05
0.08 -0.03 -0.08
0.03 0.01 -0.08
-0.01 0.01 -0.02
-0.04 0.00 0.00
0.04 -0.03 0.05
0.09 -0.02 0.01
-0.06 0.01 -0.08
-0.06 0.06 0.05
-0.07 -0.06 -0.08
0.00 -0.62 0.02
0.02 0.09 -0.02
-0.08 0.01 0.13
-0.05 0.06 0.02
-0.02 0.06 -0.02
-0.02 -0.11 0.00
0.01 0.07 0.06

2S+1 = 2
calculated total energy = -8451.122250 a.u.
HOMO (alpha / beta) = -9.04 / -8.94 eV
relative energy (zero: lowest compared OMol25 entry of this formula, charge and spin) = 1.669 eV
net charge = +1

These are the Löwdin partial charges, in e, on atoms 1 to 4:
1 V 0.985
2 O -0.341
3 C -0.421
4 C -0.032

***

Record 3
Molecular formula: C5H7NO2
Method: DFT, ωB97M-V with the def2-TZVPD basis set

Cartesian coordinates (Å):
H -3.594 1.119 0.314
N -2.928 0.370 0.144
C -1.718 0.708 0.214
C -0.738 -0.464 -0.533
C -1.065 -1.724 -0.360
C 0.360 0.487 -0.161
O 0.557 1.539 -0.753
O 1.335 -0.189 0.511
C 2.676 0.151 0.184
H -1.467 1.717 0.561
H -0.330 -2.484 -0.152
H -2.133 -1.916 -0.303
H 2.754 1.224 0.000
H 3.000 -0.400 -0.703
H 3.292 -0.138 1.035

Cartesian forces, eV/Å:
0.07 0.03 0.81
-0.83 0.13 -0.38
-3.05 -2.12 -2.66
-0.82 5.76 5.22
-0.01 -0.01 0.03
4.23 -2.61 -4.64
-0.62 -0.89 1.62
-0.37 0.18 0.49
0.38 0.64 0.31
0.85 -0.45 -0.25
0.10 -0.34 -0.73
0.11 -0.24 0.16
0.15 -0.16 0.03
-0.17 0.03 0.04
-0.02 0.05 -0.06

SMILES = [H]/N=C/C(=C)C(=O)OC
calculated total energy = -399.808484 a.u.
HOMO = -9.39 eV
relative energy (zero: lowest compared OMol25 entry of this formula, charge and spin) = 4.274 eV
net charge = 0

These are the Löwdin partial charges, in e, on atoms 1 to 4:
1 H 0.052
2 N 0.080
3 C -0.141
4 C -0.097

***

Record 4
Molecular formula: C6H20NO3
Method: DFT, ωB97M-V with the def2-TZVPD basis set

Cartesian coordinates (Å):
C 1.704 1.596 0.106
O 3.033 1.272 0.604
C 1.022 0.279 -0.120
C -0.503 0.423 -0.145
C -1.215 -0.968 -0.259
C -0.870 -1.729 -1.524
C -2.731 -0.804 0.006
N 1.452 -0.624 1.021
H 1.228 2.129 0.932
H 1.944 2.161 -0.795
H 3.622 2.036 0.574
H 1.428 -0.235 -0.993
H -0.733 0.930 -1.095
H -0.817 0.862 0.801
H -0.853 -1.545 0.606
H -1.559 -2.575 -1.556
H -0.947 -1.123 -2.415
H 0.181 -1.980 -1.452
H -3.110 0.150 0.316
H -3.283 -1.375 -0.752
H -2.952 -1.396 0.909
H 2.464 -0.806 1.039
H 1.181 -0.204 1.915
H 1.093 -1.572 0.943
H -0.370 -0.362 4.090
H -0.457 1.135 3.678
O -0.406 0.239 3.335
H -0.635 1.341 -3.416
H 0.903 1.609 -3.392
O 0.183 1.136 -2.957

Cartesian forces, eV/Å:
2.34 0.11 0.85
0.13 -0.37 0.13
-0.15 -0.45 -0.39
0.23 -1.87 -0.77
0.02 1.41 1.11
-0.20 0.37 0.69
0.23 -2.20 0.71
0.65 -0.46 0.26
-0.44 0.42 -0.55
-1.27 0.15 -0.06
-0.26 -0.06 -0.04
-0.24 0.31 -0.15
-0.05 0.50 1.00
-0.20 0.54 -0.29
-0.06 -0.18 -0.23
0.56 -0.26 -0.38
-0.36 0.18 -0.27
0.14 -0.78 -0.27
-0.07 0.78 -0.77
-0.24 0.94 -0.09
0.06 0.02 -0.13
-0.04 0.91 -0.12
-0.28 -0.22 0.26
-0.82 0.14 -0.01
-0.12 0.31 0.01
-0.07 0.03 0.28
0.38 -0.38 -0.39
0.04 0.20 -0.33
-0.37 -0.01 -0.20
0.48 -0.07 0.14

calculated total energy = -520.834677 a.u.
HOMO = -14.07 eV
relative energy (zero: lowest compared OMol25 entry of this formula, charge and spin) = 1.030 eV
net charge = +1

These are the Löwdin partial charges, in e, on atoms 1 to 4:
1 C -0.156
2 O -0.087
3 C -0.284
4 C -0.120